The following is a quantum chemistry calculation of an isolated molecule of C13H10ClN3O at a distorted geometry, from the OMol25 dataset.

Structure (XYZ):
```
28
Properties=species:S:1:pos:R:3:forces:R:3
O 0.922 2.013 3.779 0.45 0.45 -0.42
C 0.712 1.330 2.796 0.84 0.47 0.55
C 1.610 1.508 1.541 -0.20 -0.32 0.70
N 1.716 0.265 0.761 1.88 -0.17 1.35
C 0.614 -0.025 -0.007 -1.04 0.46 -0.64
C 0.893 0.099 -1.437 0.42 -0.40 -0.46
C 0.109 0.629 -2.409 0.22 -0.12 -2.89
C 0.853 0.504 -3.695 -1.25 0.50 1.87
C 2.067 -0.035 -3.439 -0.21 -0.04 2.07
N 2.086 -0.278 -2.048 1.35 -0.30 -0.45
C -0.631 -0.295 0.544 1.23 -0.08 -1.48
C -1.598 -0.865 -0.317 -3.10 -1.63 0.10
C -2.780 -1.388 0.210 2.22 0.87 -1.56
Cl -3.948 -2.178 -0.798 0.10 0.07 -0.10
C -3.008 -1.412 1.600 0.49 0.15 1.72
C -2.066 -0.878 2.473 -2.96 -1.85 -0.70
C -0.919 -0.238 1.951 1.27 1.23 2.02
N -0.291 0.402 2.920 -0.25 -0.53 -0.94
H 1.167 2.286 0.924 -0.17 0.01 -0.25
H 2.596 1.921 1.848 -0.59 -0.61 -0.11
H 1.951 -0.551 1.340 -0.11 0.65 0.16
H -0.888 1.035 -2.294 0.22 -0.08 0.00
H 0.542 0.811 -4.658 -0.45 0.33 -0.60
H 2.912 -0.180 -4.121 -0.40 -0.19 0.71
H 2.926 -0.598 -1.557 -0.81 0.27 -0.15
H -1.384 -1.049 -1.362 -0.01 0.23 0.15
H -3.932 -1.935 1.886 0.56 0.49 0.39
H -2.228 -0.897 3.570 0.29 0.13 -1.03
```
Positions in Å, forces in eV/Å.

The gap between HOMO and LUMO is 6.18 eV. For the LUMO energy, the calculation gives -1.71 eV. Its HOMO energy is -7.89 eV. As for the SMILES: O=C1CNC(c2ccc[nH]2)=c2cc(Cl)ccc2=N1. The energy is -32681.256 eV.